{"formula": "C11H14N2", "method": "the ωB97M-V functional and the def2-TZVPD basis", "elements": ["C", "C", "C", "C", "C", "C", "C", "H", "H", "H", "H", "H", "H", "H", "H", "C", "C", "C", "C", "N", "N", "H", "H", "H", "H", "H", "H"], "positions_angstrom": [[0.70272, 2.73667, 0.69277], [3.21164, -0.17022, 0.67491], [2.90602, -0.77625, -0.52867], [2.56770, 1.02910, 1.02035], [1.57193, 1.59370, 0.25932], [1.90859, -0.21546, -1.32638], [1.23583, 0.91239, -0.93021], [3.91407, -0.57715, 1.39088], [3.38229, -1.72190, -0.75824], [2.86946, 1.41301, 1.99608], [1.67171, -0.68492, -2.27533], [0.67936, 3.51646, -0.07458], [0.99986, 3.17149, 1.64582], [0.35469, 1.25408, -1.44909], [-0.31790, 2.35115, 0.74455], [-1.22017, -1.79650, 1.32267], [-2.56975, 0.16227, -1.31648], [-2.01883, -1.24894, 0.19662], [-3.11150, -1.77642, -0.43341], [-1.70496, -0.04378, -0.35308], [-3.43135, -0.87803, -1.41137], [-2.85385, 1.12699, -1.70711], [-4.20927, -0.94268, -2.04452], [-3.61414, -2.70705, -0.25271], [-0.16635, -1.67865, 1.08220], [-1.42982, -2.83094, 1.58898], [-1.32798, -1.21842, 2.24603]], "forces_ev_per_angstrom": [[-0.04, 0.02, -0.35], [-0.44, 0.72, -0.23], [0.06, -0.17, 0.56], [0.78, -0.50, 1.02], [-0.35, -0.74, -0.57], [0.35, -0.42, -0.45], [-0.01, 0.62, 0.69], [0.10, -0.15, -0.22], [-0.04, 0.09, -0.34], [-0.33, 0.38, -0.23], [-0.16, -0.04, 0.11], [0.13, 0.05, 0.14], [-0.01, -0.04, -0.02], [0.09, 0.05, -0.39], [-0.05, 0.08, 0.26], [0.45, 0.25, 0.52], [-0.57, 0.11, 0.75], [-0.14, -0.42, 0.18], [0.55, -0.24, 0.21], [0.05, 0.67, -0.07], [-0.63, -0.06, -0.25], [0.54, -0.04, -0.57], [0.02, 0.02, 0.04], [-0.17, -0.06, -0.22], [0.20, -0.26, -0.13], [-0.08, -0.05, -0.30], [-0.30, 0.11, -0.14]], "nbo_charge": [-0.635, -0.211, -0.233, -0.221, -0.014, -0.205, -0.193, 0.208, 0.210, 0.202, 0.208, 0.215, 0.213, 0.215, 0.236, -0.640, 0.150, 0.100, -0.121, -0.467, -0.514, 0.195, 0.414, 0.217, 0.236, 0.215, 0.220], "smiles": "Cc1c[nH]cn1.Cc1ccccc1", "gap_ev": 9.42, "spin_multiplicity": 1, "total_charge": 0, "total_energy_ha": -537.0610, "largest_force_ev_per_a": 1.372}



{"formula": "C11H14N2O", "method": "the ωB97M-V functional and the def2-TZVPD basis", "elements": ["C", "C", "C", "C", "C", "C", "C", "O", "H", "H", "H", "H", "H", "H", "H", "H", "C", "C", "C", "C", "N", "N", "H", "H", "H", "H", "H", "H"], "positions_angstrom": [[3.75128, 0.03824, -0.71170], [1.00787, -1.80040, 1.13129], [0.81221, -0.94494, 2.17933], [1.93666, -1.46657, 0.09834], [2.68245, -0.29055, 0.27771], [1.45837, 0.33662, 2.27951], [2.39452, 0.60007, 1.29145], [-0.17473, -1.31213, 3.10056], [0.34444, -2.65776, 1.09062], [2.18313, -2.18116, -0.67733], [1.19037, 1.00763, 3.08056], [0.18577, -1.08363, 3.96172], [3.45847, 0.42517, -1.69543], [4.41807, -0.80592, -0.90232], [2.91868, 1.55612, 1.29851], [4.46978, 0.79019, -0.33593], [-1.61722, 1.01216, -3.60840], [-1.52092, 1.31064, -1.05706], [-2.03193, 0.81117, -2.20177], [-3.36932, 0.32449, -0.57353], [-2.30718, 0.99062, -0.00375], [-3.26433, 0.20086, -1.87022], [-0.51108, 1.68914, -0.98244], [-2.18131, 1.33078, 0.93503], [-2.20102, 0.37356, -4.27096], [-0.58283, 0.65192, -3.69821], [-4.15705, -0.11433, 0.01509], [-1.62355, 2.04576, -3.95431]], "forces_ev_per_angstrom": [[1.45, 0.63, -0.12], [-0.29, 0.36, 0.34], [-0.12, 0.18, -0.54], [-0.18, -0.41, 0.15], [0.08, 0.60, -0.38], [-1.55, -1.27, 0.86], [1.30, 0.42, -0.84], [0.09, 0.14, 0.24], [0.23, -0.17, -0.06], [0.03, 0.06, -0.02], [0.06, 0.18, 0.08], [-0.10, 0.10, 0.16], [-0.49, -0.20, 0.02], [-0.23, -0.36, -0.12], [0.07, -0.13, 0.02], [-0.47, -0.01, 0.15], [1.07, -0.83, -0.19], [2.40, 0.35, -0.56], [-2.53, 0.08, 0.66], [0.10, -0.06, 0.40], [-0.98, -0.39, -0.87], [0.80, 0.27, -0.05], [-0.20, 0.32, 0.51], [0.05, -0.38, 0.08], [-0.18, 0.20, 0.03], [-0.06, 0.18, -0.17], [-0.09, 0.14, 0.10], [-0.25, 0.01, 0.10]], "nbo_charge": [-0.614, -0.324, 0.264, -0.402, -0.085, -0.508, -0.269, -0.727, 0.193, 0.180, 0.175, 0.452, 0.181, 0.189, 0.176, 0.189, -0.642, -0.112, 0.060, 0.154, -0.527, -0.476, 0.224, 0.415, 0.223, 0.219, 0.183, 0.208], "gap_ev": [2.92, 7.11], "spin_multiplicity": 2, "total_charge": -1, "s2": 0.758, "total_energy_ha": -612.2602, "largest_force_ev_per_a": 2.622}



{"formula": "C11H14N2O", "method": "the ωB97M-V functional and the def2-TZVPD basis", "elements": ["C", "C", "C", "C", "C", "C", "C", "C", "C", "N", "H", "H", "H", "H", "H", "H", "H", "H", "H", "C", "C", "O", "N", "H", "H", "H", "H", "H"], "positions_angstrom": [[1.16416, -2.64268, -1.56593], [0.99738, -0.35996, -0.31888], [0.68977, -1.22848, -1.44841], [0.72432, 0.95272, -0.72955], [0.22703, -0.41286, -2.42751], [1.70687, -0.63092, 0.85433], [2.21045, 0.46083, 1.53584], [1.90167, 1.78762, 1.18015], [1.17065, 2.02829, 0.03539], [0.17924, 0.90777, -1.98555], [1.83581, -1.61121, 1.29477], [2.76878, 0.28997, 2.44963], [2.31918, 2.57743, 1.78271], [2.24242, -2.73557, -1.64388], [0.85693, -3.05290, -2.53463], [-0.23292, -0.60925, -3.38290], [-0.36877, 1.55091, -2.52725], [1.00603, 3.06299, -0.24592], [0.70064, -3.24823, -0.78562], [-2.50892, 1.17876, 0.54959], [-2.35691, -0.14279, 1.27037], [-2.92758, -0.31784, 2.32723], [-1.86055, -1.19804, 0.54849], [-3.37857, 1.70285, 0.92550], [-2.51945, 1.04357, -0.52954], [-1.91784, -2.09537, 1.00227], [-1.05273, -0.99584, -0.02737], [-1.67610, 1.80342, 0.88342]], "forces_ev_per_angstrom": [[-1.03, -0.10, -0.87], [0.57, -0.77, -1.15], [0.87, 0.20, 0.11], [0.23, 0.42, 0.65], [-0.92, 0.50, 0.30], [0.17, 1.00, 0.46], [-0.49, -0.20, 0.80], [0.25, -0.92, -0.54], [-0.04, 0.94, 0.35], [-0.01, -1.15, -0.81], [0.15, -0.16, -0.48], [0.03, 0.02, -0.05], [-0.13, 0.27, -0.06], [0.25, 0.12, 0.75], [-0.37, -0.01, 0.16], [0.31, -0.32, -0.12], [0.27, 0.60, 0.49], [-0.19, -0.11, -0.20], [0.49, -0.24, 0.03], [1.11, 0.17, 0.47], [-2.01, -0.55, -0.33], [0.30, -0.02, 0.56], [0.29, 0.61, -0.06], [-0.35, -0.28, -0.09], [0.06, 0.21, 0.02], [0.27, 0.06, 0.16], [-0.27, -0.38, -0.13], [0.19, 0.09, -0.45]], "nbo_charge": [-0.632, -0.135, -0.104, 0.191, -0.025, -0.199, -0.220, -0.212, -0.252, -0.555, 0.223, 0.211, 0.218, 0.225, 0.219, 0.211, 0.417, 0.216, 0.216, -0.720, 0.675, -0.616, -0.843, 0.245, 0.214, 0.395, 0.403, 0.235], "smiles": "Cc1c[nH]c2ccccc12.CC(N)=O", "gap_ev": 8.97, "spin_multiplicity": 1, "total_charge": 0, "total_energy_ha": -612.3232, "largest_force_ev_per_a": 2.112}



{"formula": "C11H14N2O", "method": "the ωB97M-V functional and the def2-TZVPD basis", "elements": ["C", "C", "C", "C", "C", "C", "C", "C", "C", "N", "H", "H", "H", "H", "H", "H", "H", "H", "H", "C", "C", "O", "N", "H", "H", "H", "H", "H"], "positions_angstrom": [[-2.11371, 1.97103, -1.84964], [-0.35553, 0.00507, -1.55115], [-0.84724, 1.33536, -1.39869], [1.02856, -0.01215, -1.12554], [0.16880, 2.06883, -0.79564], [-0.89006, -1.26756, -1.76250], [-0.06644, -2.40166, -1.85113], [1.30901, -2.28185, -1.63085], [1.90980, -1.08201, -1.29246], [1.26641, 1.27797, -0.69673], [-1.96724, -1.32666, -2.00955], [-0.59876, -3.33289, -2.01469], [1.86193, -3.20900, -1.73946], [-2.40628, 2.70910, -1.06550], [-2.92476, 1.25601, -1.96586], [-0.01673, 3.09424, -0.48276], [2.15571, 1.51073, -0.28482], [2.93942, -0.86401, -1.07134], [-2.01304, 2.54074, -2.76534], [0.88451, -0.93663, 2.92778], [-0.27051, -0.05358, 3.17388], [-0.53231, 0.28853, 4.32436], [-0.98393, 0.64408, 2.19158], [1.73665, -0.43558, 3.36700], [1.01422, -1.24466, 1.86038], [-1.64574, 1.25560, 2.63700], [-1.21797, 0.10727, 1.37068], [0.53521, -1.89560, 3.41001]], "forces_ev_per_angstrom": [[-0.57, 0.41, 1.17], [1.47, -1.13, 0.97], [0.97, 0.74, 0.47], [-1.51, 1.45, -0.83], [-2.02, -0.81, -1.22], [-0.77, -0.21, -1.37], [-1.25, 1.48, 0.61], [0.34, -0.93, -0.25], [-1.18, 0.56, 0.52], [1.80, -0.30, 0.68], [0.64, -0.26, 0.24], [0.59, -0.13, -0.11], [0.37, 0.25, 0.07], [-0.10, -0.47, -0.56], [-0.09, -0.01, -0.02], [0.97, -0.25, 0.09], [-0.22, 0.35, 0.02], [0.41, -0.65, -0.05], [0.12, -0.09, -0.33], [-1.25, -2.24, -1.42], [-1.52, 3.05, 1.15], [0.46, -0.67, -0.12], [1.42, -1.60, 0.05], [0.27, -0.46, 0.11], [0.19, 0.70, 0.69], [-0.46, -0.16, -0.28], [-0.19, 0.47, -0.33], [1.12, 0.91, 0.05]], "nbo_charge": [-0.627, -0.104, -0.102, 0.149, -0.017, -0.193, -0.251, -0.219, -0.254, -0.519, 0.207, 0.219, 0.215, 0.213, 0.216, 0.223, 0.408, 0.217, 0.219, -0.720, 0.662, -0.627, -0.836, 0.254, 0.224, 0.402, 0.393, 0.247], "smiles": "Cc1c[nH]c2ccccc12.CC(N)=O", "gap_ev": 8.59, "spin_multiplicity": 1, "total_charge": 0, "total_energy_ha": -612.3082, "largest_force_ev_per_a": 3.594}